No. 1
Entry from the Open Molecules 2025 dataset: a 11-piece molecular cluster, C41H114N10O11 overall (wB97M-V/def2-TZVPD).

Last column: Mulliken charge in e.
Positions of all 176 atoms, in Å:
C1 2.85032 -2.42048 4.69265  -0.61
O1 2.91462 -1.06671 5.12672  -0.46
C2 3.86527 -0.25957 4.36764  0.52
C3 4.16734 1.01451 5.12803  0.54
C4 3.19655 2.14731 4.93135  -0.74
N1 5.43951 1.40799 4.51673  -0.54
H1 3.80740 -2.84625 5.02915  0.38
H2 2.52498 -2.43013 3.64107  0.08
H3 2.07810 -2.87097 5.34113  0.26
H4 4.82252 -0.74576 4.31660  0.50
H5 3.41676 -0.14971 3.41287  -1.05
H6 4.30415 0.73581 6.16490  0.25
H7 2.18672 1.89134 5.22712  -0.09
H8 3.13294 2.26310 3.84298  0.04
H9 3.53091 3.06782 5.47752  0.45
H10 5.50544 2.39454 4.56843  0.16
H11 6.23272 1.04094 5.01696  0.23
C5 2.09344 5.01714 1.95050  -0.35
O2 3.38212 4.97392 1.28576  -0.49
C6 4.07067 3.87206 1.72018  0.32
C7 5.41524 3.84898 1.07175  0.87
C8 6.31655 5.01506 1.66079  -1.44
N2 5.23938 3.86487 -0.31609  -0.42
H12 1.63658 3.97770 2.01250  -0.03
H13 1.43298 5.73810 1.40258  0.38
H14 2.29303 5.42754 2.98308  0.33
H15 4.19807 3.95451 2.79193  0.33
H16 3.57572 2.90631 1.52585  -0.65
H17 5.86781 2.88650 1.44616  -0.15
H18 5.70729 5.91132 1.65158  0.29
H19 7.26708 5.17988 1.06616  0.33
H20 6.55852 4.92365 2.71924  0.36
H21 4.58850 4.60248 -0.62765  0.17
H22 6.08253 3.85523 -0.89155  0.26
C9 -4.91273 1.98891 -3.20731  -0.78
O3 -3.92170 2.19223 -2.21768  -0.03
C10 -4.02194 3.53888 -1.64729  -1.09
C11 -2.94143 3.71110 -0.45554  2.35
C12 -3.04793 2.73253 0.68016  -0.61
N3 -3.08973 5.09329 -0.03586  -0.72
H23 -5.88723 2.01469 -2.71146  0.35
H24 -4.65767 0.98842 -3.72814  0.03
H25 -4.93854 2.75103 -3.96823  0.36
H26 -3.86260 4.35194 -2.36561  0.44
H27 -5.08565 3.67949 -1.26346  0.39
H28 -2.00306 3.57115 -0.89100  -1.37
H29 -2.90091 1.71566 0.39150  0.08
H30 -4.00800 2.84858 1.16438  0.56
H31 -2.27746 3.01432 1.42288  -0.47
H32 -2.49023 5.16721 0.75392  0.21
H33 -4.01193 5.27105 0.33898  0.36
C13 -2.85741 -6.30822 -1.47213  -0.21
O4 -3.79294 -5.99600 -2.48177  0.01
C14 -4.47169 -7.09934 -3.02778  -0.84
C15 -5.80749 -6.66590 -3.61908  0.59
C16 -6.75034 -5.96599 -2.66870  -1.24
N4 -6.32332 -7.89533 -4.26951  -0.64
H34 -3.34926 -6.97203 -0.76827  0.46
H35 -2.64339 -5.28126 -1.02075  -0.41
H36 -1.92911 -6.83056 -1.85465  0.27
H37 -3.90066 -7.55356 -3.83925  0.31
H38 -4.65666 -7.84942 -2.23731  0.39
H39 -5.50656 -5.86115 -4.34368  0.03
H40 -6.85142 -6.63872 -1.71609  0.32
H41 -7.69820 -5.78183 -3.13179  0.41
H42 -6.21882 -5.02459 -2.34224  0.21
H43 -6.73510 -7.73507 -5.16599  0.26
H44 -7.08807 -8.23587 -3.76894  0.25
C17 -1.52943 0.02550 -3.65310  -0.65
O5 -2.16541 -1.23293 -3.50492  0.20
C18 -2.17640 -1.98127 -4.69141  -1.29
C19 -2.79076 -3.34397 -4.43949  1.88
C20 -2.61116 -4.29075 -5.62056  -1.74
N5 -4.16383 -3.08249 -4.18017  -0.67
H45 -1.59547 0.39861 -2.63941  -0.19
H46 -2.03155 0.69369 -4.37646  0.31
H47 -0.46892 -0.21436 -3.89161  0.43
H48 -2.72181 -1.45500 -5.42302  0.42
H49 -1.11674 -2.16744 -4.94848  0.30
H50 -2.23237 -3.86485 -3.68683  -0.67
H51 -3.36602 -4.06124 -6.39523  0.54
H52 -3.00090 -5.29921 -5.27148  0.14
H53 -1.62303 -4.29524 -6.20549  0.31
H54 -4.38040 -2.56995 -3.30361  0.36
H55 -4.76388 -3.91686 -4.12749  0.06
C21 0.45099 -4.51354 -3.45299  -0.51
O6 0.06079 -4.22776 -2.11756  0.32
C22 1.21925 -4.31599 -1.25014  -1.26
C23 0.77410 -4.47473 0.16392  2.44
C24 1.97132 -4.64342 1.05363  -1.44
N6 -0.07965 -5.65479 0.31733  -0.64
H56 0.97447 -5.46141 -3.53782  0.37
H57 1.14886 -3.73892 -3.77631  0.27
H58 -0.42803 -4.50647 -4.06679  -0.13
H59 1.81288 -5.15908 -1.53271  0.54
H60 1.82405 -3.45639 -1.42054  0.11
H61 0.23915 -3.65336 0.51474  -0.95
H62 1.62167 -4.90656 2.08733  0.37
H63 2.59333 -3.68216 1.06403  -0.10
H64 2.57339 -5.49144 0.70100  0.57
H65 -0.73311 -5.71725 -0.42183  -0.04
H66 0.38095 -6.56898 0.46880  0.28
C25 -0.46407 1.06463 5.21444  -0.94
O7 -0.53250 2.16979 4.34169  0.31
C26 -1.77668 2.92538 4.45386  -1.26
C27 -1.55047 4.34577 3.98694  1.47
C28 -0.40881 4.89423 4.80489  -1.39
N7 -2.76233 5.06825 4.11165  -0.67
H67 0.46253 0.51371 5.03081  0.00
H68 -1.26198 0.33005 5.08728  0.37
H69 -0.54300 1.34279 6.26029  0.42
H70 -2.53612 2.43284 3.82895  0.28
H71 -2.03963 2.88802 5.49838  0.69
H72 -1.31050 4.18151 2.92639  -0.75
H73 0.46257 4.27691 4.77244  0.08
H74 -0.67398 4.96297 5.89687  0.35
H75 -0.19726 5.97661 4.53333  0.41
H76 -2.55999 6.05921 3.99593  0.34
H77 -2.97890 4.99489 5.12013  0.38
C29 0.94121 2.53724 -3.85497  -0.21
O8 1.11198 3.91087 -3.54088  -0.44
C30 -0.11958 4.47174 -3.07792  0.59
C31 0.03253 5.96741 -2.85786  0.24
C32 1.23666 6.28268 -2.00623  -1.28
N8 -1.19631 6.52591 -2.29383  -0.62
H78 1.94551 2.06473 -4.12275  0.30
H79 0.33959 2.38121 -4.78126  0.35
H80 0.52642 1.90853 -3.01073  -0.18
H81 -0.86756 4.28657 -3.88492  0.36
H82 -0.47961 3.90628 -2.24429  -0.68
H83 0.14288 6.43433 -3.80967  0.42
H84 1.19305 7.31010 -1.69603  0.52
H85 2.20832 6.17349 -2.59317  0.27
H86 1.30055 5.60178 -1.14790  -0.02
H87 -1.88159 6.67406 -3.04820  0.31
H88 -1.65971 6.07010 -1.51400  0.13
C33 -2.26808 -2.30625 -0.37229  -0.30
O9 -1.57684 -1.65751 0.68105  -0.36
C34 -0.83973 -0.53164 0.20041  0.84
C35 -0.06805 0.11286 1.34695  0.52
C36 0.58690 1.35306 0.89194  -0.03
N9 0.88521 -0.81213 1.95139  0.88
H89 -2.89901 -3.13535 0.04353  0.25
H90 -1.44980 -2.60288 -1.10058  -0.02
H91 -2.97087 -1.57017 -0.83766  0.18
H92 -0.19718 -0.89651 -0.60142  -0.17
H93 -1.55938 0.12593 -0.30880  -0.49
H94 -0.82015 0.31488 2.09244  0.17
H95 -0.26903 1.96834 0.51430  -0.05
H96 1.29827 1.14956 0.11720  -0.45
H97 1.09852 1.87019 1.68173  -0.75
H98 0.35626 -1.47999 2.45907  0.39
H99 1.43694 -1.30082 1.20485  -0.81
C37 2.42192 -0.64825 -1.90603  -0.55
O10 2.71533 -0.96229 -0.56160  0.01
C38 3.64678 -0.10718 0.13914  1.20
C39 5.08439 -0.60297 -0.28905  0.12
C40 5.44200 -1.93411 0.33763  -1.18
N10 6.15787 0.37870 0.08061  -0.73
H100 1.64355 -1.38267 -2.21906  -0.40
H101 3.31593 -0.78207 -2.59308  0.42
H102 2.01231 0.35254 -2.02734  0.14
H103 3.51617 0.95076 -0.18954  0.41
H104 3.50052 -0.28120 1.22316  -1.23
H105 5.09143 -0.75501 -1.39453  0.27
H106 6.38591 -2.28714 -0.03310  0.45
H107 4.61252 -2.64321 0.05187  0.15
H108 5.56475 -1.84785 1.45737  0.16
H109 5.89260 1.24293 -0.37421  0.32
H110 6.11538 0.47395 1.09596  0.30
C41 -1.79624 -3.63662 3.44756  -0.58
O11 -1.55258 -2.25627 3.33601  -0.51
H111 -2.46587 -3.93984 2.61581  0.21
H112 -0.87334 -4.19745 3.33084  0.16
H113 -2.17677 -3.90271 4.45199  0.27
H114 -1.83062 -2.00283 2.45359  0.43

Calculated values
- SMILES string = COC[C@H](C)N.COC[C@H](C)N.COC[C@H](C)N.COC[C@H](C)N.COC[C@H](C)N.COC[C@H](C)N.COC[C@H](C)N.COC[C@H](C)N.COC[C@H](C)N.COC[C@H](C)N.CO
- energy (eV) = -81781.827
- F_max (eV Å⁻¹) = 3.6
- relative energy (zero: lowest compared OMol25 entry of this formula, charge and spin) (kJ/mol) = 174.3

No. 2
Entry from the Open Molecules 2025 dataset: a 10-piece molecular cluster, C6H32NO10 overall (wB97M-V/def2-TZVPD).

Last column: Mulliken spin population.
Positions of all 49 atoms, in Å:
C1 -0.15080 -1.39744 2.16491  0.00
N1 -0.25535 -0.30613 1.20470  0.15
C2 -0.21139 -0.76938 -0.15851  0.03
C3 -0.48998 0.40518 -1.13471  0.04
C4 0.37222 1.61278 -0.86061  0.01
C5 0.45152 2.55684 -2.04549  0.00
C6 -1.34965 -1.85620 -0.44803  0.06
O1 -1.29288 -2.09903 -1.85363  0.64
H1 -0.38512 -1.03879 3.18243  0.00
H2 -0.81593 -2.29379 2.08634  0.01
H3 0.82644 -1.90239 2.12199  0.00
H4 -1.17266 0.14392 1.34427  -0.01
H5 0.77885 -1.22066 -0.38396  0.00
H6 -1.54992 0.61210 -1.04961  0.00
H7 -0.37929 0.04455 -2.15519  0.00
H8 -0.03936 2.18315 -0.01902  0.00
H9 1.36951 1.48060 -0.47077  0.00
H10 1.36834 2.47044 -2.65637  0.00
H11 0.33891 3.61184 -1.80251  0.00
H12 -0.12653 2.15011 -2.90690  0.00
H13 -2.27211 -1.26119 -0.42929  -0.01
H14 -1.43872 -2.85540 -0.02004  0.03
H15 1.30226 -3.25223 -1.96515  0.00
H16 -0.03226 -2.44896 -2.35930  -0.01
O2 1.04942 -2.53198 -2.57385  0.05
H17 4.21005 0.78203 3.14532  0.00
H18 4.51641 -0.34855 2.11453  0.00
O3 4.57658 -0.11717 3.08172  0.00
H19 -4.37020 0.24220 -0.72158  0.00
H20 -3.21652 0.84058 -1.51165  0.00
O4 -3.90853 1.07355 -0.82838  0.00
H21 -2.23941 -0.89298 -2.34950  -0.01
H22 -2.44331 -0.00072 -3.60792  0.00
O5 -2.84717 -0.21742 -2.77022  0.00
H23 -0.34789 2.20356 2.51024  0.00
H24 -1.29897 2.86767 1.61525  0.00
O6 -0.55147 3.09230 2.18192  0.00
H25 -3.20316 0.71852 1.88361  0.00
H26 -3.18518 1.84483 0.78783  0.00
O7 -2.62670 1.30426 1.40544  0.00
H27 3.45033 -1.85870 -2.78886  0.00
H28 2.26107 -1.43405 -1.95907  0.00
O8 3.25852 -1.34312 -1.99638  0.00
H29 1.05316 1.57997 3.97475  0.00
H30 0.36458 0.31061 3.63655  0.00
O9 0.15859 1.22215 3.90674  0.00
H31 3.14382 -1.71326 1.03032  0.00
H32 3.50347 -1.06723 -0.24155  0.00
O10 3.84642 -1.12695 0.68916  0.00

Calculated values
- multiplicity = 2
- expectation value of S² = 0.76
- energy (eV) = -28702.450
- F_max (eV Å⁻¹) = 4.0
- relative energy (zero: lowest compared OMol25 entry of this formula, charge and spin) (kJ/mol) = 0.0

No. 3
Entry from the Open Molecules 2025 dataset: C10H19N2Tl as an isolated structure (wB97M-V/def2-TZVPD).

Last column: Mulliken charge in e.
Positions of all 32 atoms, in Å:
C1 2.62732 -0.95108 -0.86737  -0.46
C2 2.63873 -1.18289 0.51821  -0.58
H1 2.92704 -0.00174 -1.30465  0.39
H2 2.44516 -1.78468 -1.57399  0.34
H3 2.45430 -2.19902 0.91646  0.33
H4 2.95166 -0.42676 1.23905  0.41
Tl1 0.43050 -0.61914 -0.06886  1.34
C3 -1.40312 -1.91160 -1.52026  -0.64
C4 -0.63141 -2.90321 -0.84484  -0.57
C5 -1.90189 -1.76559 0.73033  -0.70
C6 -2.18097 -1.22226 -0.55702  -0.54
H5 0.00184 -3.66314 -1.31174  0.60
H6 -0.56701 -3.49138 1.33332  0.54
H7 -2.39988 -1.50528 1.66934  0.55
C7 -0.93304 -2.82208 0.56433  -0.54
H8 -2.94942 -0.45557 -0.77242  0.56
H9 -1.44561 -1.77858 -2.61526  0.45
N1 -0.11246 1.19807 -1.43501  -0.53
C8 0.53435 2.37672 -0.77690  -0.69
C9 -0.28032 2.87000 0.43352  -0.48
C10 -0.86501 1.85778 1.43244  -0.68
N2 0.11893 0.77693 1.74866  -0.57
H10 -1.09496 1.36035 -1.66332  0.28
H11 0.30910 0.92837 -2.32533  0.36
H12 1.54938 2.07538 -0.48382  0.26
H13 0.73120 3.18472 -1.51018  0.45
H14 0.32094 3.56026 1.04134  0.35
H15 -1.08799 3.48715 0.00799  0.34
H16 -1.23304 2.34340 2.35667  0.46
H17 -1.77728 1.38376 1.04082  0.27
H18 -0.18917 0.13872 2.50323  0.34
H19 1.01214 1.14239 2.09523  0.34

Calculated values
- energy (eV) = -18331.855
- F_max (eV Å⁻¹) = 3.3
- relative energy (zero: lowest compared OMol25 entry of this formula, charge and spin) (kJ/mol) = 45.5
- charge = +2

No. 4
Entry from the Open Molecules 2025 dataset: C18H16ClN4O2V as an isolated structure (wB97M-V/def2-TZVPD).

Last column: Mulliken spin population.
Positions of all 42 atoms, in Å:
V1 -0.78431 1.04780 -0.60192  1.06
C1 -4.25521 -0.07931 -2.33849  0.00
C2 -2.88219 -0.42229 -1.86674  0.01
O1 -2.15945 0.57058 -1.34435  -0.02
C3 -2.32863 -1.65337 -1.95087  0.00
C4 -0.97334 -1.93322 -1.54608  0.01
C5 -0.34537 -3.24794 -1.87146  0.00
N1 -0.29500 -1.02509 -0.90179  -0.04
N2 1.02573 -1.25378 -0.61545  0.00
C6 1.63413 -0.13891 -0.39091  -0.01
O2 0.89899 0.98688 -0.45604  -0.01
C7 3.06167 -0.08546 -0.11066  0.00
C8 3.73595 -1.23265 0.31293  0.00
C9 5.10237 -1.18941 0.50737  0.00
C10 5.80252 -0.01134 0.27138  0.00
C11 5.13149 1.13298 -0.13522  0.00
C12 3.76027 1.10436 -0.31890  0.00
H1 -4.19217 0.36012 -3.33684  0.00
H2 -4.70911 0.66249 -1.68217  0.00
H3 -4.88415 -0.96322 -2.38738  0.00
H4 -2.90812 -2.45338 -2.38516  0.00
H5 -1.03457 -3.89912 -2.40120  0.00
H6 -0.01561 -3.73314 -0.95181  0.00
H7 0.54841 -3.08958 -2.47534  0.00
H8 3.17835 -2.14296 0.48500  0.00
H9 5.62739 -2.07331 0.84329  0.00
H10 6.87556 0.01356 0.40693  0.00
H11 5.67830 2.04971 -0.30915  0.00
H12 3.22677 1.99196 -0.63454  0.00
N3 -0.74971 4.12836 -1.20489  0.07
C13 -0.70961 2.98820 -1.02149  -0.06
Cl1 -0.76855 -0.66921 4.62421  0.00
C14 -1.44011 0.41372 3.48156  0.00
C15 -2.48421 1.26812 3.81704  0.01
C16 -2.97626 2.12828 2.84816  0.00
C17 -2.43571 2.10371 1.57786  0.01
N4 -1.44001 1.26349 1.25912  -0.04
C18 -0.93854 0.44620 2.19355  0.02
H13 -2.89697 1.25769 4.81670  0.00
H14 -3.77480 2.81836 3.07764  0.00
H15 -2.78328 2.77106 0.80099  0.00
H16 -0.12288 -0.21092 1.91512  0.00

Calculated values
- multiplicity = 2
- expectation value of S² = 0.76
- energy (eV) = -67185.087
- F_max (eV Å⁻¹) = 4.3
- relative energy (zero: lowest compared OMol25 entry of this formula, charge and spin) (kJ/mol) = 35.2
- charge = +1

No. 5
Entry from the Open Molecules 2025 dataset: one molecule with the formula C15H18N8 (wB97M-V/def2-TZVPD).

Last column: Mulliken charge in e.
Positions of all 41 atoms, in Å:
C1 0.01438 -2.91623 5.10607  -1.40
C2 0.24376 -1.44974 4.96327  0.82
C3 0.34681 -0.62262 6.08086  -0.46
N1 0.55123 0.75287 6.00438  -0.59
C4 0.64623 1.29971 4.80936  0.96
C5 0.75353 2.76237 4.70177  -1.15
N2 0.62642 0.51893 3.63912  0.75
N3 0.69949 0.89846 2.33892  -1.26
C6 0.46012 -0.23011 1.68387  0.09
C7 0.34289 -0.24530 0.26388  -0.46
C8 0.18318 0.91130 -0.48923  -0.55
C9 -0.08724 0.84651 -1.91404  0.61
N4 0.27718 -0.11477 -2.69029  -0.58
C10 -0.17958 0.25010 -3.93454  0.37
N5 0.15906 -0.47561 -5.05389  0.09
C11 -0.77859 -0.74983 -6.15441  -0.52
C12 -0.25911 -2.19082 -6.18762  -0.43
C13 0.65057 -1.84691 -5.02294  -0.51
N6 -0.87133 1.35856 -3.98688  -1.02
N7 -0.78960 1.76016 -2.67323  0.68
C14 -1.33302 3.05188 -2.23483  -0.83
N8 0.29757 -1.33871 2.49406  -0.68
C15 0.37523 -0.83022 3.68850  0.44
H1 0.47027 -3.49917 4.27948  0.34
H2 0.48190 -3.25594 6.02311  0.41
H3 -1.08043 -3.12797 5.13575  0.25
H4 0.33728 -1.10872 7.06115  0.38
H5 -0.12455 3.17511 4.23659  0.27
H6 1.58987 3.07452 4.06342  0.32
H7 0.87069 3.22236 5.69646  0.34
H8 0.34508 -1.20106 -0.23767  0.49
H9 0.13147 1.85083 0.03352  0.40
H10 -0.56173 -0.16499 -7.05262  0.28
H11 -1.84804 -0.66748 -5.86805  0.26
H12 0.25241 -2.51486 -7.07746  0.25
H13 -1.05135 -2.92550 -5.92531  0.21
H14 0.42396 -2.48675 -4.18889  0.24
H15 1.74052 -1.94823 -5.19676  0.27
H16 -2.38064 2.99269 -1.96563  0.26
H17 -1.19111 3.77433 -3.04264  0.33
H18 -0.73477 3.41086 -1.40661  0.33

Calculated values
- SMILES string = Cc1cnc(C)n2nc(/C=C/c3nc(N4CCC4)nn3C)nc12
- energy (eV) = -27766.523
- F_max (eV Å⁻¹) = 3.4
- relative energy (zero: lowest compared OMol25 entry of this formula, charge and spin) (kJ/mol) = 0.0

Among the records above, which one has the lowest energy?
C41H114N10O11

Look up the energy of the first one.
-81781.827 eV

Look up the energy of the fifth one.
-27766.523 eV